Record 1
{"formula": "C39H48BIN7O3PdS", "method": "the ωB97M-V functional and the def2-TZVPD basis", "homo_energy_ev": -5.7, "total_charge": -1, "orbital_gap_ev": 7.4998, "relative_energy_ev": 0.242, "species": ["Pd", "C", "C", "N", "C", "C", "N", "H", "H", "H", "H", "H", "H", "C", "C", "C", "C", "C", "C", "C", "C", "C", "C", "C", "C", "N", "B", "N", "C", "C", "C", "C", "C", "C", "C", "C", "C", "C", "C", "C", "C", "C", "H", "H", "H", "H", "H", "H", "H", "H", "H", "H", "H", "H", "H", "H", "H", "H", "H", "H", "H", "H", "H", "H", "H", "H", "H", "H", "H", "H", "H", "H", "H", "H", "H", "H", "H", "H", "I", "O", "S", "O", "O", "C", "N", "C", "C", "C", "N", "C", "C", "C", "N", "C", "C", "H", "H", "H", "H", "H", "H"], "xyz": [[-0.07913, -0.36886, -0.13275], [-3.00952, 0.86741, -1.42071], [-2.91713, -0.57095, -1.07053], [-1.99357, -1.16343, -0.33883], [-2.28144, -2.51198, -0.33777], [-3.39721, -2.73318, -1.07078], [-3.79374, -1.49236, -1.51984], [-2.25494, 1.42142, -0.87323], [-3.99547, 1.26778, -1.17319], [-2.81341, 1.00047, -2.48530], [-1.66112, -3.22721, 0.17229], [-3.93285, -3.63511, -1.30384], [-4.56500, -1.29623, -2.13096], [3.88643, -0.33899, 3.90230], [2.60728, 0.45540, 4.18260], [2.57462, 0.82557, 5.67393], [2.46733, 1.72596, 3.35890], [3.50708, 2.64523, 3.40973], [3.38950, 3.87916, 2.78955], [2.21893, 4.20306, 2.13711], [1.13981, 3.31663, 2.06992], [-0.14474, 3.90265, 1.49509], [-1.18791, 2.95216, 0.91700], [-0.80698, 4.79165, 2.55796], [1.28824, 2.05727, 2.65446], [0.18375, 1.13243, 2.71985], [-0.26486, 0.00761, 1.89909], [-1.10862, -0.73397, 2.81275], [-1.19257, -0.06042, 4.03440], [-0.43240, 1.04162, 3.97173], [-1.73470, -2.00279, 2.68666], [-0.93201, -3.14743, 2.58562], [-1.55723, -4.38888, 2.49802], [-2.93579, -4.50243, 2.53749], [-3.71254, -3.36378, 2.67378], [-3.13248, -2.10240, 2.74560], [-4.02556, -0.88557, 2.88034], [-5.02075, -0.77598, 1.72416], [-4.76825, -0.89598, 4.21923], [0.58445, -3.07912, 2.58982], [1.16068, -3.43811, 1.21891], [1.18582, -3.97703, 3.67536], [3.98464, -1.13023, 4.64983], [4.78194, 0.28386, 3.95709], [3.86108, -0.82334, 2.92385], [1.75550, -0.19724, 3.98207], [3.49619, 1.34089, 5.95217], [2.49045, -0.07465, 6.28727], [1.73756, 1.48353, 5.91225], [4.43171, 2.39632, 3.91983], [4.21316, 4.58271, 2.83030], [2.11511, 5.17990, 1.67341], [0.17290, 4.55712, 0.67489], [-1.74943, 2.44104, 1.70095], [-0.73828, 2.18119, 0.29121], [-1.89745, 3.52758, 0.31519], [-1.17431, 4.17089, 3.37964], [-1.65799, 5.33127, 2.13429], [-0.10574, 5.51630, 2.97161], [-1.75768, -0.45531, 4.86268], [-0.24229, 1.77574, 4.73728], [-0.94919, -5.28190, 2.40953], [-3.40378, -5.47718, 2.47343], [-4.79209, -3.45564, 2.71545], [-3.39685, 0.00337, 2.85130], [-5.69174, -1.63783, 1.68924], [-4.50149, -0.71129, 0.76695], [-5.63391, 0.12025, 1.84470], [-5.48227, -1.72238, 4.26177], [-5.32332, 0.03444, 4.35639], [-4.08074, -1.00925, 5.05860], [0.86872, -2.05113, 2.82124], [0.83303, -4.43560, 0.91261], [2.25303, -3.44406, 1.25144], [0.84776, -2.72901, 0.44791], [1.11809, -5.03335, 3.40380], [0.68029, -3.83909, 4.63232], [2.24292, -3.74024, 3.81071], [0.13997, -0.73041, -2.92624], [8.29127, 3.26861, 3.95823], [8.02276, 1.97980, 3.35376], [6.94729, 1.23382, 3.98906], [9.19041, 1.19101, 3.01166], [7.32746, 2.42497, 1.72519], [7.88104, 3.44145, 1.06019], [7.28577, 3.79526, -0.06866], [6.12287, 3.19660, -0.53431], [5.64630, 2.13604, 0.21856], [6.27498, 1.73141, 1.31843], [4.35983, 1.43975, -0.03876], [3.32639, 2.00025, -0.78183], [2.08822, 1.39560, -0.77568], [1.83897, 0.27406, -0.08404], [2.85233, -0.31331, 0.55139], [4.11511, 0.23116, 0.59681], [7.74656, 4.60897, -0.62077], [5.63726, 3.53819, -1.43762], [3.44966, 2.93168, -1.31671], [1.26202, 1.80888, -1.33476], [2.61475, -1.23570, 1.06402], [4.90297, -0.23272, 1.17274]], "forces_ev_per_angstrom": [[-0.1, -0.5, 0.3], [0.0, 0.0, 0.0], [0.0, 0.0, 0.0], [0.0, 0.2, 0.0], [0.1, -0.1, -0.1], [0.0, 0.0, 0.0], [0.0, 0.0, -0.1], [0.0, 0.0, 0.0], [0.0, 0.0, 0.0], [0.0, 0.0, 0.0], [0.0, 0.1, 0.0], [0.0, 0.0, 0.0], [0.0, 0.0, 0.0], [0.0, 0.0, 0.0], [0.0, -0.1, 0.0], [0.0, 0.0, 0.0], [0.0, -0.1, -0.1], [0.1, 0.0, -0.1], [0.1, -0.1, 0.0], [-0.1, 0.0, -0.1], [0.0, 0.1, 0.0], [0.0, 0.0, 0.0], [0.0, 0.0, 0.0], [0.0, -0.1, 0.0], [-0.1, 0.0, 0.1], [0.1, -0.1, 0.1], [0.0, 0.1, -0.3], [-0.3, 0.0, 0.0], [0.1, 0.0, 0.0], [0.0, 0.0, 0.0], [0.1, 0.0, 0.1], [0.0, 0.0, 0.0], [0.1, 0.0, 0.0], [0.0, 0.0, 0.0], [0.0, 0.0, 0.0], [0.0, -0.1, 0.0], [0.0, 0.0, 0.0], [0.0, 0.0, 0.0], [0.0, 0.0, 0.0], [0.0, 0.0, 0.0], [0.0, -0.1, 0.0], [0.0, 0.0, 0.0], [0.0, 0.0, 0.0], [0.0, -0.1, 0.0], [0.0, 0.1, 0.2], [0.0, 0.0, 0.0], [0.0, 0.0, 0.0], [0.0, 0.0, 0.0], [0.0, 0.0, 0.0], [0.0, 0.0, 0.0], [0.0, 0.0, 0.0], [0.0, 0.0, 0.0], [0.0, 0.0, 0.0], [0.0, 0.0, 0.0], [0.1, 0.1, 0.0], [0.0, 0.0, 0.0], [0.0, 0.0, 0.0], [0.0, 0.0, 0.0], [0.0, 0.0, 0.0], [0.0, 0.0, 0.0], [0.0, 0.0, 0.0], [0.0, 0.0, 0.0], [0.0, 0.0, 0.0], [0.0, 0.0, 0.0], [0.0, 0.0, 0.0], [0.0, 0.0, 0.0], [-0.1, 0.0, 0.1], [0.0, 0.0, 0.0], [0.0, 0.0, 0.0], [0.0, 0.0, 0.0], [0.0, 0.0, 0.0], [0.0, 0.0, 0.0], [0.0, 0.0, 0.0], [0.0, 0.0, 0.0], [0.0, 0.0, 0.0], [0.0, 0.0, 0.0], [0.0, 0.0, 0.0], [0.0, 0.0, 0.0], [0.0, 0.0, 0.0], [0.0, 0.0, 0.0], [0.0, 0.0, 0.1], [0.0, 0.0, 0.0], [0.0, 0.0, 0.0], [0.0, 0.0, 0.0], [0.0, 0.0, 0.0], [0.0, 0.0, 0.0], [0.0, 0.0, 0.0], [0.0, 0.1, 0.0], [-0.1, 0.1, 0.1], [-0.1, 0.0, 0.0], [0.1, 0.0, 0.1], [0.1, 0.0, 0.1], [0.0, 0.5, -0.2], [-0.1, -0.2, 0.1], [0.1, 0.0, -0.1], [0.0, 0.0, 0.0], [0.0, 0.0, 0.0], [0.0, 0.0, 0.0], [0.0, 0.0, 0.0], [0.0, 0.1, 0.0], [0.0, 0.0, 0.0]]}

---

Record 2
{"formula": "C39H48Br3N13O6P2Y", "method": "the ωB97M-V functional and the def2-TZVPD basis", "homo_energy_ev": -9.5, "total_charge": 1, "orbital_gap_ev": 7.1541, "relative_energy_ev": 0.854, "species": ["Y", "Br", "C", "C", "C", "C", "C", "C", "N", "N", "C", "C", "C", "C", "O", "C", "N", "C", "C", "C", "C", "H", "H", "H", "H", "H", "H", "H", "H", "H", "C", "N", "C", "P", "O", "O", "P", "O", "N", "C", "C", "N", "C", "C", "N", "C", "C", "H", "H", "H", "H", "H", "H", "H", "H", "H", "H", "H", "H", "H", "H", "H", "H", "H", "H", "H", "H", "H", "H", "H", "H", "C", "O", "C", "C", "C", "Br", "C", "C", "C", "O", "C", "N", "C", "C", "C", "C", "C", "C", "N", "H", "H", "H", "H", "H", "H", "H", "H", "H", "H", "H", "Br", "N", "C", "N", "N", "C", "N", "H", "H", "H", "H"], "xyz": [[-0.12666, -0.05873, -0.16281], [-3.09188, -4.78230, -5.90432], [-3.36106, -2.91938, -6.11290], [-3.02915, -2.32658, -7.31915], [-3.24829, -0.96999, -7.47633], [-3.74841, -0.21324, -6.42570], [-4.11376, -0.82119, -5.23186], [-3.91980, -2.18397, -5.07589], [-3.94487, 1.17981, -6.72671], [-3.60508, 2.08969, -5.97812], [-3.03076, 1.85629, -4.67982], [-3.62847, 2.48802, -3.62015], [-3.20399, 2.27857, -2.29361], [-2.15863, 1.41754, -2.02871], [-1.72136, 1.12281, -0.82651], [-1.44039, 0.86742, -3.14262], [-0.32993, 0.15629, -2.81996], [0.36967, -0.37205, -3.79668], [0.06046, -0.18678, -5.15581], [-1.04346, 0.54664, -5.49071], [-1.85654, 1.08321, -4.47014], [-2.62953, -2.91718, -8.12884], [-3.03396, -0.48463, -8.41682], [-4.53819, -0.24241, -4.42406], [-4.20700, -2.67107, -4.15491], [-4.47171, 3.13605, -3.81671], [-3.73079, 2.74151, -1.47272], [1.24076, -0.94676, -3.50463], [0.69884, -0.61349, -5.91568], [-1.28780, 0.72542, -6.53054], [0.75871, -3.00923, 3.75547], [0.81418, -3.71404, 2.48252], [-0.28212, -4.65049, 2.27246], [1.74858, -3.03061, 1.33533], [1.65372, -1.55900, 1.12226], [1.36306, -3.90860, 0.04449], [0.79749, -3.43418, -1.39840], [0.49873, -1.97973, -1.35075], [-0.49284, -4.32230, -1.80474], [-0.43345, -5.77725, -1.77883], [-1.84938, -3.78114, -1.72914], [2.00818, -3.92316, -2.39585], [1.75757, -4.07712, -3.82220], [3.37721, -3.52267, -2.10952], [3.33416, -3.41355, 1.61013], [3.63503, -4.79900, 1.92942], [4.20466, -2.47214, 2.29761], [0.72135, -3.72879, 4.57316], [-0.12025, -2.36062, 3.80188], [1.66075, -2.41125, 3.89587], [-0.32397, -5.32199, 3.13133], [-0.10580, -5.24744, 1.38237], [-1.23350, -4.12727, 2.17588], [0.59563, -6.11872, -1.86349], [-1.00520, -6.17304, -2.61968], [-0.86402, -6.16502, -0.85248], [-1.82689, -2.69818, -1.82125], [-2.31914, -4.03747, -0.77762], [-2.42835, -4.19966, -2.55116], [0.70550, -4.27486, -4.00288], [2.34621, -4.91436, -4.19965], [2.04808, -3.17579, -4.37008], [3.55858, -3.50435, -1.03653], [3.59653, -2.53655, -2.53643], [4.06037, -4.24808, -2.55450], [2.98742, -5.46858, 1.36861], [3.50806, -4.99822, 2.99624], [4.66675, -5.01367, 1.64900], [3.84511, -1.45685, 2.15116], [5.22050, -2.55650, 1.90563], [4.24060, -2.67847, 3.37064], [-1.41238, 3.49803, 0.80054], [-0.72098, 2.40223, 1.38989], [-0.66941, 2.37672, 2.74668], [-1.32097, 3.25186, 3.59881], [-1.18636, 3.08085, 4.97492], [-2.08654, 4.27556, 6.12745], [-0.41013, 2.07515, 5.50723], [0.25564, 1.20116, 4.64434], [0.10597, 1.34016, 3.27362], [0.68049, 0.50631, 2.34857], [1.15023, 0.17841, 5.20843], [0.85022, -0.67436, 6.14204], [2.01659, -1.39122, 6.35764], [2.25994, -2.44067, 7.24144], [3.51985, -2.99916, 7.24275], [4.52991, -2.52828, 6.38818], [4.30427, -1.49528, 5.49951], [3.02788, -0.94556, 5.49768], [2.44355, 0.05959, 4.75213], [-2.47563, 3.45235, 1.04487], [-1.28426, 3.39768, -0.27036], [-0.98130, 4.43815, 1.15129], [-1.93155, 4.05439, 3.21611], [-0.30198, 1.95078, 6.57339], [0.94007, -0.34688, 2.73232], [1.48148, -2.79185, 7.90053], [3.74320, -3.80965, 7.92135], [5.51174, -2.97643, 6.43779], [5.09144, -1.12339, 4.85846], [2.90850, 0.73156, 4.16487], [-1.69236, -1.62224, 1.21422], [6.19190, 1.26847, -1.54102], [4.98699, 0.90249, -1.09273], [4.82336, -0.33932, -0.60025], [4.01671, 1.79588, -1.16210], [2.84804, 1.41197, -0.76532], [1.77232, 1.14094, -0.43244], [7.00137, 0.68112, -1.45959], [6.30097, 2.21028, -1.87850], [5.56552, -1.01478, -0.60960], [3.91631, -0.63376, -0.26540]], "forces_ev_per_angstrom": [[0.1, -0.5, 0.0], [0.0, 0.0, 0.1], [-0.1, 0.1, 0.0], [0.0, 0.0, 0.1], [-0.1, 0.0, 0.1], [-0.2, 0.1, 0.0], [0.0, -0.1, 0.0], [0.0, -0.1, -0.1], [0.1, -0.5, -0.7], [-0.2, 0.6, 0.7], [0.1, 0.0, -0.1], [0.1, -0.1, -0.1], [0.0, -0.3, -0.1], [0.1, 0.2, 0.0], [-0.5, 0.4, -0.3], [0.0, 0.1, 0.0], [0.0, -0.1, 0.1], [0.1, 0.2, 0.0], [0.0, 0.0, 0.1], [0.0, 0.0, -0.1], [0.0, 0.0, 0.1], [0.0, 0.0, 0.0], [0.0, 0.1, -0.1], [0.0, 0.0, 0.0], [0.0, 0.0, 0.0], [0.0, 0.0, 0.0], [0.0, 0.0, 0.1], [0.0, 0.0, 0.0], [0.0, 0.0, 0.0], [0.0, 0.0, 0.1], [0.1, 0.1, 0.1], [0.1, -0.1, -0.2], [0.0, -0.1, 0.0], [-0.1, 0.0, 0.1], [0.2, 0.0, 0.0], [0.1, 0.0, -0.1], [0.0, 0.0, -0.1], [0.1, 0.1, 0.0], [0.1, 0.1, 0.2], [0.0, -0.1, 0.0], [0.0, 0.1, 0.0], [-0.1, 0.0, 0.3], [-0.1, 0.0, -0.1], [0.1, 0.0, 0.0], [-0.2, 0.1, -0.2], [0.1, -0.2, 0.0], [0.0, 0.0, 0.0], [0.0, 0.0, 0.0], [0.0, 0.0, 0.1], [0.0, 0.0, 0.0], [0.0, 0.0, 0.0], [0.0, 0.0, 0.0], [0.0, 0.0, 0.0], [0.0, 0.0, 0.0], [0.0, 0.0, 0.0], [0.0, 0.0, 0.0], [0.0, 0.0, 0.0], [0.0, 0.0, 0.0], [0.0, 0.0, -0.1], [0.0, 0.0, -0.1], [0.0, 0.0, 0.0], [0.0, 0.0, 0.0], [0.0, 0.0, 0.1], [0.0, 0.0, 0.0], [0.0, 0.0, 0.0], [0.0, 0.0, 0.0], [0.0, 0.0, 0.1], [0.0, 0.0, 0.0], [0.0, 0.1, 0.0], [0.1, 0.0, 0.0], [0.0, 0.0, -0.1], [0.0, 0.1, 0.0], [0.1, -0.1, 0.0], [0.0, -0.1, 0.1], [0.1, 0.0, 0.0], [0.0, -0.1, 0.0], [0.0, 0.0, 0.0], [-0.1, 0.0, -0.1], [0.0, 0.1, -0.1], [-0.1, 0.0, 0.1], [0.0, 0.0, -0.1], [-0.2, 0.1, -0.1], [0.0, 0.1, 0.0], [0.0, -0.1, 0.0], [0.0, 0.0, -0.1], [0.1, 0.0, 0.0], [0.0, 0.0, 0.0], [0.0, 0.1, 0.2], [0.1, 0.1, 0.1], [0.0, -0.1, 0.0], [0.0, 0.0, 0.0], [0.0, 0.0, 0.0], [0.0, 0.0, 0.0], [0.0, 0.0, 0.0], [0.0, 0.0, 0.1], [0.0, 0.1, -0.1], [-0.1, 0.0, 0.1], [0.0, 0.0, 0.0], [0.1, 0.0, 0.0], [0.0, 0.0, 0.0], [0.0, 0.0, 0.0], [-0.9, -0.6, 0.7], [0.0, 0.0, 0.0], [0.2, -0.1, 0.0], [-0.1, 0.1, 0.0], [0.2, -0.1, 0.0], [-0.2, 0.4, -0.1], [0.8, 0.4, -0.1], [0.0, 0.0, 0.0], [0.0, 0.0, 0.0], [0.0, 0.0, 0.0], [0.0, 0.0, 0.0]]}